# 1
Below is a 8-piece molecular cluster, C50H42F16O2 overall, with properties calculated with wB97M-V/def2-TZVPD.

```
! wB97M-V def2-TZVPD RIJCOSX def2/J DEFGRID3
* xyz 0 1
H -2.423 0.992 7.524
C 3.917 -3.083 -0.946
C 0.590 2.207 -4.949
F 1.782 2.814 7.386
C 3.720 5.662 -1.076
H 2.073 -2.217 -1.588
F 3.790 1.930 8.872
F 1.260 -1.114 2.103
C 3.884 6.974 0.936
F 1.331 -5.675 -4.937
C 1.134 -0.047 1.284
H 2.938 -0.497 0.230
H -1.574 -9.927 -4.361
C -0.967 -9.039 -4.480
C -0.561 -8.640 -5.746
C -1.452 0.518 7.347
C -1.781 -2.768 -5.860
C 4.485 6.366 -0.157
H -0.862 4.910 -6.383
C 0.576 -6.784 -4.784
H -5.250 -0.485 -1.145
H -0.300 -0.042 5.590
C -2.126 4.019 5.567
H -0.676 1.935 4.234
C -3.920 0.796 2.245
C 3.131 -5.380 -2.228
C -1.455 -1.538 -5.304
C 2.699 -3.100 -1.595
H -0.909 -8.606 -2.379
C 1.732 6.184 0.198
H -5.149 -2.366 -6.070
H -0.849 -9.216 -6.615
H 0.739 2.950 -1.067
H -4.352 -2.093 0.529
H 5.700 -4.118 -0.393
F 1.007 -0.574 7.919
F 4.293 -1.941 -0.324
H 2.039 7.350 1.965
H -3.542 1.133 3.203
H 2.684 1.447 -1.297
H -5.276 1.934 -0.641
F 1.498 0.798 9.551
C -0.512 1.179 8.335
C -4.876 -0.126 -0.196
C -4.892 1.234 0.088
H 4.988 -6.208 -1.544
H 2.827 -6.286 -2.735
H -2.007 0.177 5.332
F 3.754 -0.026 7.945
F 1.849 1.034 6.104
C 4.348 -5.336 -1.560
H 1.119 3.450 -6.608
C -4.410 1.693 1.307
C 1.996 1.480 7.371
C 2.098 0.175 0.321
C -1.141 0.603 5.850
H 0.660 6.100 0.313
H -0.199 2.594 5.796
C -1.644 3.844 -4.694
H -4.412 2.751 1.531
H 0.539 -7.168 -6.884
C 0.396 3.265 -5.825
C -3.107 -3.070 -6.140
H 1.454 1.560 -5.023
C 0.857 2.114 -0.396
H 1.361 -4.288 -2.766
C 2.510 6.881 1.112
C 3.487 1.260 7.772
H -3.365 -4.026 -6.575
F 4.248 1.722 6.783
H 4.167 5.174 -1.932
F 1.605 4.903 -1.767
H 0.492 -6.575 -2.657
C 0.189 -7.162 -3.513
H -0.704 0.568 2.191
H -2.511 4.482 -4.591
C -2.446 -0.607 -5.030
H 4.485 7.519 1.651
F -3.425 -1.420 2.848
F -0.938 0.834 9.593
O -2.225 2.689 5.348
C 2.357 5.589 -0.879
F -0.178 0.951 -3.117
H -1.004 -3.490 -6.072
H -0.951 2.523 0.685
O -2.768 4.828 4.967
H -1.563 -0.526 7.645
H 5.555 6.438 -0.298
C 0.039 0.780 1.432
C -4.381 -1.031 0.732
C 4.754 -4.177 -0.913
C 1.948 1.267 -0.523
C -0.349 1.985 -3.962
H -1.423 4.297 6.368
C -1.466 2.785 -3.816
F -0.597 2.542 8.267
C 0.215 -7.501 -5.907
C -3.913 -0.549 1.938
C -0.094 1.870 0.584
F -4.726 -0.035 -5.043
C -4.109 -2.150 -5.865
H -0.424 -1.299 -5.077
C -0.957 1.997 5.289
C -0.592 -8.299 -3.367
H -2.211 0.356 -4.601
C 0.995 0.732 8.302
C -3.756 -0.934 -5.315
C 2.308 -4.261 -2.244
H -2.178 2.573 -3.029
C -0.718 4.085 -5.699
*
```

Properties
Calculated total energy   -3678.8355 a.u.
Gap between HOMO and LUMO   9.598 eV
SMILES   O=COCCCC(F)(F)C(F)(F)C(F)(F)C(F)(F)F.Fc1ccccc1.Fc1ccccc1.Fc1ccccc1.Fc1ccccc1.Fc1ccccc1.Fc1ccccc1.Fc1ccccc1
E_HOMO   -9.03 eV

---

# 2
Below is C50H44As2IrN2OP as an isolated structure, with properties calculated with wB97M-V/def2-TZVPD.

```
! wB97M-V def2-TZVPD RIJCOSX def2/J DEFGRID3
* xyz 3 2
H 1.648 6.197 -0.703
C -0.520 -6.276 -1.786
C 4.388 -1.532 -3.638
H 5.354 -1.554 -4.119
H -1.767 3.228 -2.167
As 0.175 -1.620 -1.478
C 3.265 -1.985 -4.317
C 0.896 -2.865 1.761
H -0.433 4.830 1.259
C -3.622 4.046 -1.460
H 5.155 -0.769 -1.792
C -4.468 4.200 -0.371
H 1.985 1.280 0.023
H -0.479 3.928 -8.645
C 0.200 2.079 -5.341
H 4.687 2.577 -2.899
C 0.977 -3.987 2.536
H -1.855 0.518 -4.020
C -1.379 -2.704 2.074
C 3.161 3.894 -3.402
C -2.087 2.800 -0.090
H 3.859 4.250 -4.152
H -2.606 -5.790 -1.818
C -1.178 0.367 -3.174
H 0.255 5.723 3.443
H 1.808 5.295 -4.180
H -0.975 -5.884 4.427
C 1.922 4.485 -3.479
C -1.135 -1.115 -2.861
H 1.163 -2.377 -4.222
C 0.697 4.117 -2.739
H -2.301 -2.176 1.857
C 0.289 4.660 3.261
C -1.066 2.600 -5.601
H 1.782 -2.456 1.284
H 1.612 -6.456 -1.734
H 3.357 -2.364 -5.324
C 0.374 1.923 2.806
H -2.241 -3.388 -1.496
C 0.756 2.768 -0.988
P -0.492 1.989 0.218
H 1.923 -4.479 2.689
C 0.987 -4.421 -1.538
C 3.707 2.910 -2.581
O 0.714 -0.371 3.352
C 3.124 3.182 0.021
N -0.252 -2.198 1.544
C 0.498 2.658 -2.447
H 3.620 5.262 0.374
H -2.120 -1.445 -2.506
C 0.995 2.939 -7.446
H -2.696 2.484 1.945
C 1.769 5.126 -0.611
C -2.962 2.921 0.993
C 0.733 2.434 4.059
H 3.746 2.862 0.848
H 4.048 1.524 -1.067
H -2.331 -4.205 3.248
C -2.439 3.341 -1.323
H -1.870 2.490 -4.884
C -1.601 -5.411 -1.723
C -1.390 -4.055 -1.556
C -1.401 -3.831 2.853
H 0.948 4.195 5.244
C -1.290 3.306 -6.769
H 0.736 -5.973 4.205
As 0.612 1.167 -3.658
H -1.576 0.913 -2.310
C 0.688 3.799 4.275
C 1.901 -1.504 -2.392
C 3.033 -1.071 -1.709
H -0.911 -1.688 -3.765
H 1.789 3.059 -8.167
C -0.272 3.448 -7.701
H -0.305 4.695 -0.912
C 3.371 2.340 -1.294
N -0.145 -5.550 3.961
C 2.088 2.229 -0.518
C -0.022 2.792 1.780
C -4.147 3.618 0.847
C 2.874 4.607 -0.053
C 0.683 4.302 -1.160
C -0.097 -3.546 -1.497
C 0.771 -5.781 -1.683
C 1.222 2.238 -6.275
C 0.373 0.475 2.582
H -2.265 3.737 -6.952
H -0.142 4.626 -3.218
Ir -0.230 -0.297 0.731
H 2.001 -4.036 -1.489
C -0.080 4.157 2.022
C 2.027 -1.979 -3.699
H -4.818 3.718 1.686
C 4.273 -1.085 -2.329
H 2.197 1.805 -6.077
H 2.934 -0.742 -0.676
H -0.686 -7.334 -1.910
H -5.373 4.781 -0.464
C -0.189 -4.496 3.154
H -3.885 4.483 -2.411
H 1.051 1.762 4.841
*
```

Properties
Calculated total energy   -7032.6327 a.u.
Relative energy (zero: lowest compared OMol25 entry of this formula, charge and spin)   83.57 kcal per mole
Gap between HOMO and LUMO (spin up / spin down)   4.211 / 4.292 eV
E_HOMO (spin up / spin down)   -14.78 / -14.86 eV

---

# 3
Below is C50H44BaIN2O6P2S2 as an isolated structure, with properties calculated with wB97M-V/def2-TZVPD.

```
! wB97M-V def2-TZVPD RIJCOSX def2/J DEFGRID3
* xyz -1 1
H -1.460 6.387 -1.866
C -3.807 2.945 -3.878
C 2.628 -0.381 -5.012
O 2.108 1.309 -1.942
H 1.831 0.244 -5.390
C -2.299 -1.926 0.657
H 3.509 -0.754 -6.925
P -3.412 0.646 0.138
H -0.269 -3.040 -2.550
C -7.468 -1.568 0.480
P 0.401 -2.780 0.292
H 1.114 -5.560 5.238
N -0.774 1.351 2.685
H 0.582 -4.419 -4.386
O 4.408 -0.104 -1.015
C 0.338 -5.104 1.970
C -5.669 -0.303 1.458
H -5.165 -0.726 -1.864
H 1.741 -3.172 5.006
N -0.451 3.409 0.372
C -3.574 1.496 -1.486
C 0.297 3.763 -0.670
C -2.663 2.204 -3.619
H -0.799 -1.675 6.085
H -1.807 -0.614 4.099
O 5.399 -2.312 -1.338
C 1.175 -3.071 2.938
H -7.303 -1.933 -1.634
C 0.940 -3.976 -1.031
C 2.982 3.071 1.499
C -6.846 -1.476 -0.763
H -1.645 -3.156 -0.967
H -1.653 -4.013 0.568
H -0.034 -5.658 1.114
H -2.132 3.800 1.500
C 2.125 3.352 4.093
O 3.108 -2.102 -0.599
C 1.927 -5.544 -3.145
H 1.463 -0.978 6.857
S 4.214 -1.519 -1.378
C -0.133 0.676 3.718
C -2.542 1.492 -2.426
C -1.553 4.112 0.637
H -1.628 0.932 -2.257
C 2.694 -0.604 -3.641
H -5.728 3.558 -3.124
H 0.232 -6.798 3.273
H -1.847 2.166 -4.334
H 3.343 3.015 0.455
H 1.183 3.167 -0.847
H -2.768 -1.181 -1.307
C -4.835 2.971 -2.938
Ba 2.291 -0.064 -0.066
H 5.444 -2.595 -3.577
H -1.544 0.869 2.244
C 1.343 -3.722 4.161
C 3.197 4.285 2.157
C -5.037 -0.203 0.220
C 0.669 -3.750 1.830
C -5.641 -0.800 -0.890
C 0.953 -4.583 -3.382
C 1.932 -4.933 -0.813
C -0.813 -0.315 4.430
H 1.753 3.454 5.111
C 3.561 -0.956 -5.864
H -0.174 1.824 2.023
C 0.464 -3.810 -2.335
C 0.495 -5.751 3.183
H 2.698 0.757 5.574
H -8.411 -2.094 0.577
H 2.362 -5.046 0.175
C -2.369 -0.785 -0.367
C -6.879 -0.984 1.591
C -1.426 -3.059 0.096
C 1.017 -0.528 5.977
C 1.707 0.446 5.252
C 3.742 -1.415 -3.115
C 1.171 1.059 4.125
H 2.914 5.364 4.007
H -1.904 -1.571 1.615
C -1.171 5.557 -1.235
C 2.350 1.951 2.069
C 4.554 -1.771 -5.359
C -4.716 2.256 -1.756
C 2.766 4.429 3.475
H -7.357 -1.054 2.560
H 1.439 -2.023 2.860
H -1.363 -0.408 -0.567
I -3.672 6.240 0.333
H -3.900 3.504 -4.801
H 0.603 5.066 -2.347
C -1.941 5.193 -0.144
H 2.308 -6.148 -3.959
O 0.477 0.719 -3.645
C 2.415 -5.715 -1.855
O 0.842 -0.744 -1.755
S 1.428 0.237 -2.688
H 3.691 5.112 1.647
H -5.527 2.280 -1.036
C 0.998 -5.056 4.286
C 4.651 -1.991 -3.993
H -5.207 0.159 2.325
C -0.028 4.822 -1.502
H 3.190 -6.448 -1.660
C -0.247 -0.908 5.552
C 1.928 2.152 3.401
H 5.274 -2.227 -6.026
H -3.305 -2.305 0.843
*
```

Properties
Calculated total energy   -4295.0714 a.u.
Gap between HOMO and LUMO   6.161 eV
E_HOMO   -4.19 eV

---

# 4
Below is C50H45FI2N6O7Sc as an isolated structure, with properties calculated with wB97M-V/def2-TZVPD.

```
! wB97M-V def2-TZVPD RIJCOSX def2/J DEFGRID3
* xyz 1 1
C -1.267 2.310 5.382
N 4.072 4.610 -7.354
H -3.515 4.730 5.757
I -1.958 -5.213 -3.053
C -0.210 -5.002 0.931
C -1.236 -5.611 -1.114
H -3.153 -1.326 3.952
C -2.069 1.866 -1.453
C -1.520 -1.447 2.551
C -3.137 3.775 5.472
H -7.610 0.939 -3.114
C 4.667 0.034 -0.327
H 4.095 4.549 -4.366
H 1.196 -1.023 5.262
H -2.125 -2.084 -0.628
C 2.398 -0.379 -0.968
O 2.229 -1.934 1.430
C -1.965 -0.853 6.568
C 3.377 -1.395 1.202
C 3.289 3.415 -7.937
O 1.245 -0.865 -0.880
H 2.542 1.684 -6.963
H 1.622 -2.060 7.301
C -1.437 0.025 4.362
C -0.192 0.158 3.396
C -4.534 1.568 -1.873
H 6.646 1.735 -2.368
O 4.375 -1.679 1.816
O -0.420 -3.329 -0.643
C -1.770 3.500 5.767
H 4.076 2.771 -8.310
N 4.947 0.783 -1.415
H -0.330 -2.615 8.842
C 3.963 1.033 -2.400
H -4.565 2.600 -2.269
H -0.297 2.010 5.681
H 1.554 3.145 -6.744
H 3.840 6.163 -6.030
H -4.351 -2.719 0.218
H 0.836 -5.888 4.496
C -3.373 1.653 4.360
H -4.044 0.964 3.843
H -0.048 -7.552 3.129
H 0.650 0.358 -2.857
H 4.332 5.177 -8.166
C -4.581 -1.078 -1.193
N 3.324 2.993 -5.533
C -5.719 -0.442 -1.688
N 0.282 -4.014 1.702
C -2.080 1.356 4.708
H 6.628 3.705 -0.773
C -3.899 2.854 4.746
C -0.900 -7.324 0.535
H -1.158 4.238 6.233
H 6.927 1.049 -0.817
H -7.426 2.242 -1.921
N -0.326 -0.856 2.450
C 0.681 -4.313 2.973
C 0.578 -1.856 7.064
C 1.819 1.547 -4.076
H 2.263 4.603 -4.567
C -5.729 0.909 -2.022
C -6.909 1.625 -2.653
H -4.000 -3.045 -1.523
H 5.127 2.296 -3.662
H 2.348 5.521 -6.723
C -1.329 -6.936 -0.700
C 2.725 0.445 -2.163
H 5.638 2.808 0.342
C -3.329 1.031 -1.471
C -3.375 -0.342 -1.110
H -5.696 -2.855 -0.936
C -0.613 -4.603 -0.380
C -0.366 -6.322 1.409
C 0.325 -1.100 5.894
O 0.656 1.002 3.433
C 3.100 2.128 -4.393
H -6.672 -0.974 -1.646
C 2.561 2.768 -6.727
H -4.905 3.050 4.537
Sc 0.308 -1.946 0.709
H -1.667 -7.671 -1.408
O -1.936 -2.288 1.723
N -2.245 -0.932 3.595
I -1.194 -9.313 1.020
H -1.354 1.317 -2.119
C -0.469 -2.132 7.916
H 5.449 -0.093 0.476
H 4.980 3.321 -1.277
H -2.247 2.840 -1.923
H 4.903 4.162 -6.976
C 5.804 2.943 -0.755
H 2.703 3.745 -8.727
H -2.518 -1.795 8.415
H -6.532 2.305 -3.431
C -1.760 -1.645 7.656
O -1.131 -0.426 -0.255
C 4.141 1.864 -3.562
F 0.832 1.789 -4.976
C 1.677 0.731 -3.045
C 0.594 -5.606 3.489
C -0.960 -0.643 5.631
H 0.993 -3.495 3.598
C 3.298 5.319 -6.270
C 0.064 -6.555 2.740
C -4.642 -2.483 -0.810
C -2.151 -1.007 -0.650
C 3.229 4.353 -5.093
C 3.469 -0.547 -0.028
H -2.960 -0.440 6.325
C 6.210 1.618 -1.392
H -1.681 2.016 -0.434
*
```

Properties
Calculated total energy   -4243.5579 a.u.
Gap between HOMO and LUMO   5.413 eV
E_HOMO   -8.74 eV

---

> The lowest calculated total energy belongs to which entry?

C50H44As2IrN2OP

---

> Number 4 is which compound?

C50H45FI2N6O7Sc

---

> Which of these has the highest calculated total energy?

C50H42F16O2